A molecular structure, C11H12CoN4O5 in a non-equilibrium geometry. Source: the OMol25 dataset; level of theory: ωB97M-V with the def2-TZVPD basis set.

```
33
C11H12CoN4O5 | the OMol25 dataset | ωB97M-V with the def2-TZVPD basis set
O -1.43703 4.32809 -3.90913
C -1.16364 3.51263 -3.16907
Co -0.62354 1.91887 -1.70869
O 2.21368 2.29575 -1.84999
C 1.07544 2.11212 -1.76698
C -2.20528 1.37913 -1.31390
O -3.29707 1.07942 -1.10046
C -0.45912 0.58567 -2.78409
O -0.36881 -0.26218 -3.55560
C -0.65434 2.89221 -0.30306
O -0.68393 3.57815 0.62963
C -0.92178 -1.16785 -0.17117
N 0.01308 -0.04484 0.05197
C 1.40250 -0.44787 -0.21862
N 1.76499 -1.52660 0.71951
C 0.82028 -2.63638 0.48655
N -0.58784 -2.25566 0.76308
C -0.70462 -1.69162 2.12836
N 0.22922 -0.58453 2.35800
C -0.11980 0.48851 1.40810
C 1.60871 -0.98795 2.07989
H -0.83590 -1.48884 -1.21987
H -1.94770 -0.81076 0.01536
H 2.06495 0.41673 -0.03723
H 1.48286 -0.77595 -1.26442
H 1.07454 -3.40397 1.22913
H 0.89021 -2.94329 -0.58196
H -1.74399 -1.31134 2.24522
H -0.39343 -2.48671 2.81250
H 0.58847 1.32403 1.53733
H -1.15759 0.81546 1.56996
H 1.81873 -1.81272 2.75714
H 2.25775 -0.08769 2.16253
```

Properties
* M: 339.17 Da
* HOMO level (alpha / beta): -16.515 / -22.349 eV
* total charge: +3
* 2S+1: 5
* energy: -2402.9188 a.u.
* HOMO-LUMO gap (alpha / beta): 5.974 / 5.928 eV
* <S²>: 6.0286